The following is a DFT calculation (ωB97M-V/def2-TZVPD) of an isolated molecule of C3H6N2.

```
11
Properties=species:S:1:pos:R:3
C -0.3574 1.1338 0.1175
N 0.9406 0.8950 -0.0628
N 1.0402 -0.4675 -0.0123
C -0.2037 -1.1391 0.1055
C -1.2980 -0.0703 -0.1578
H -0.6710 2.1543 0.2933
H 1.9965 -0.8840 -0.3982
H -0.2558 -1.8765 -0.6302
H -0.0452 -1.5810 1.2643
H -1.9792 -0.1926 0.6712
H -1.7561 -0.1591 -1.0656
```

Properties
LUMO   1.13 eV
Gap between HOMO and LUMO   8.92 eV
Highest occupied orbital energy   -7.78 eV
DFT total energy   -6185.7788 eV
Energy above the lowest of the compared OMol25 structures with the same formula, charge and spin   266.9 kJ/mol